Record 1
{"formula": "C5H10N2S", "method": "wB97M-V/def2-TZVPD", "homo_lumo_gap_ev": 8.51, "e_above_lowest_kj_mol": 207.7, "energy_ev": -19160.753, "max_force_ha_per_bohr": 0.0751, "multiplicity": 1, "lumo_energy_ha": 0.02479, "smiles": "CC/C=C/N.N=C=S", "total_charge": 0, "symbols": ["C", "C", "C", "C", "C", "N", "N", "S", "H", "H", "H", "H", "H", "H", "H", "H", "H", "H"], "positions_angstrom": [[-0.097, -1.303, -0.026], [3.839, -0.687, 0.608], [-1.755, 1.791, -0.742], [-0.738, 0.758, -1.367], [-0.064, -0.034, -0.307], [0.593, -1.890, 1.005], [3.981, 0.026, 1.608], [3.424, -1.301, -0.745], [-0.561, -2.037, -0.680], [-1.409, 2.452, 0.101], [-2.048, 2.425, -1.557], [-2.390, 1.162, -0.236], [-1.210, 0.053, -2.089], [0.051, 1.357, -1.945], [0.372, 0.710, 0.459], [0.166, -2.781, 1.124], [0.821, -1.309, 1.831], [4.519, -0.284, 2.473]]}

---

Record 2
{"formula": "C4H4NP", "method": "wB97M-V/def2-TZVPD", "homo_lumo_gap_ev": [7.28, 8.00], "e_above_lowest_kj_mol": 283.1, "energy_ev": -14985.633, "max_force_ha_per_bohr": 0.0639, "multiplicity": 1, "lumo_energy_ha": [-0.04362, -0.02265], "total_charge": 0, "symbols": ["C", "C", "C", "C", "N", "P", "H", "H", "H", "H"], "positions_angstrom": [[-0.146, 0.909, 0.339], [-0.550, -0.291, -0.337], [1.082, 0.972, 0.741], [0.120, -1.061, -1.102], [2.243, 0.857, 1.157], [-2.426, -0.597, -0.529], [-0.772, 1.805, 0.522], [-0.009, -1.938, -1.697], [2.929, 0.769, 0.377], [-2.471, -1.425, 0.530]]}

---

Record 3
{"formula": "H24O12", "method": "wB97M-V/def2-TZVPD", "homo_lumo_gap_ev": 10.99, "e_above_lowest_kj_mol": 277.0, "energy_ev": -24958.823, "max_force_ha_per_bohr": 0.0074, "multiplicity": 1, "lumo_energy_ha": -0.00883, "smiles": "O.O.O.O.O.O.O.O.O.O.O.O", "total_charge": 0, "symbols": ["O", "H", "H", "O", "H", "H", "O", "H", "H", "O", "H", "H", "O", "H", "H", "O", "H", "H", "O", "H", "H", "O", "H", "H", "O", "H", "H", "O", "H", "H", "O", "H", "H", "O", "H", "H"], "positions_angstrom": [[-3.313, 3.474, -0.112], [-3.641, 2.659, -0.490], [-3.815, 4.161, -0.550], [-4.747, 1.712, 4.388], [-4.804, 2.666, 4.348], [-4.315, 1.463, 3.571], [2.948, 3.490, -4.396], [3.144, 2.636, -4.011], [2.696, 3.294, -5.298], [6.779, 0.065, 0.517], [7.125, 0.952, 0.618], [6.012, 0.170, -0.046], [-4.711, -0.927, -0.042], [-5.196, -0.947, -0.867], [-5.215, -1.489, 0.547], [1.348, -5.196, -2.560], [0.867, -4.376, -2.675], [2.098, -4.960, -2.015], [0.520, -0.736, -0.058], [0.876, 0.110, 0.214], [-0.296, -0.821, 0.434], [-1.828, -4.022, 3.520], [-2.335, -4.284, 2.752], [-1.561, -4.847, 3.925], [-1.027, -0.046, 5.409], [-1.934, 0.256, 5.463], [-1.079, -0.883, 4.949], [2.904, 3.095, 1.304], [2.820, 3.720, 0.584], [3.164, 3.627, 2.056], [-1.433, -0.607, -4.787], [-0.858, -0.495, -4.030], [-2.263, -0.907, -4.416], [3.960, -0.395, -2.687], [3.160, -0.555, -2.186], [3.947, -1.057, -3.378]]}

---

Record 4
{"formula": "C18H15N2OSeW", "method": "wB97M-V/def2-TZVPD", "homo_lumo_gap_ev": 6.83, "e_above_lowest_kj_mol": 0.0, "energy_ev": -91107.482, "max_force_ha_per_bohr": 0.0127, "multiplicity": 1, "lumo_energy_ha": 0.10062, "total_charge": -1, "symbols": ["W", "N", "C", "C", "C", "C", "C", "C", "C", "H", "H", "H", "H", "Se", "C", "N", "C", "O", "C", "C", "H", "H", "H", "H", "H", "H", "C", "C", "C", "C", "C", "C", "C", "H", "H", "H", "H", "H"], "positions_angstrom": [[-1.278, -0.675, -0.462], [-0.677, 0.067, 6.977], [-0.742, 0.008, 5.829], [-0.825, -0.064, 4.403], [0.286, 0.253, 3.615], [0.208, 0.163, 2.239], [-0.967, -0.233, 1.576], [-2.076, -0.497, 2.402], [-2.014, -0.446, 3.784], [1.207, 0.559, 4.095], [1.082, 0.406, 1.647], [-3.026, -0.791, 1.958], [-2.881, -0.692, 4.385], [-2.471, -3.034, -0.526], [-1.997, -3.338, -2.289], [-1.734, -3.570, -3.389], [-0.175, 2.362, -1.772], [-1.510, 2.322, -1.305], [-1.940, 1.128, -0.817], [-3.351, 1.332, -0.293], [-0.037, 1.673, -2.607], [0.521, 2.078, -0.980], [0.008, 3.387, -2.093], [-3.916, 2.007, -0.940], [-3.297, 1.773, 0.710], [-3.923, 0.402, -0.214], [0.358, -0.632, -1.078], [1.687, -0.596, -1.635], [1.890, -0.457, -3.014], [3.171, -0.401, -3.539], [4.279, -0.488, -2.706], [4.092, -0.637, -1.337], [2.815, -0.690, -0.807], [1.029, -0.408, -3.668], [3.305, -0.297, -4.609], [5.279, -0.447, -3.120], [4.949, -0.714, -0.678], [2.669, -0.817, 0.259]]}

---

Record 5
{"formula": "C6H14INS", "method": "wB97M-V/def2-TZVPD", "homo_lumo_gap_ev": 8.24, "e_above_lowest_kj_mol": 28.1, "energy_ev": -26872.897, "max_force_ha_per_bohr": 0.0727, "multiplicity": 1, "lumo_energy_ha": -0.01319, "smiles": "CC(C)N(SI)C(C)C", "total_charge": 0, "symbols": ["C", "C", "C", "C", "C", "C", "N", "S", "I", "H", "H", "H", "H", "H", "H", "H", "H", "H", "H", "H", "H", "H", "H"], "positions_angstrom": [[0.143, 2.267, -1.138], [-0.664, 1.808, 1.146], [-1.043, -1.445, 0.860], [0.754, -2.567, -0.524], [-0.534, 1.246, -0.269], [-0.195, -1.371, -0.330], [0.418, 0.005, -0.351], [1.926, 0.002, 1.003], [3.899, 0.114, -0.259], [0.292, 1.892, -2.138], [-0.540, 3.271, -1.250], [1.159, 2.573, -0.870], [0.363, 1.776, 1.545], [-1.311, 1.184, 1.808], [-1.255, 2.691, 0.959], [-0.486, -1.553, 1.847], [-1.690, -0.563, 0.874], [-1.712, -2.198, 0.910], [1.272, -2.524, -1.474], [0.070, -3.469, -0.673], [1.410, -2.641, 0.330], [-1.496, 0.848, -0.736], [-0.779, -1.346, -1.271]]}

---

Record 6
{"formula": "C4H6FO4S", "method": "wB97M-V/def2-TZVPD", "homo_lumo_gap_ev": 8.22, "e_above_lowest_kj_mol": 130.2, "energy_ev": -25988.046, "max_force_ha_per_bohr": 0.0832, "multiplicity": 1, "lumo_energy_ha": 0.11088, "smiles": "O=S(=O)([O-])C/C=C(\\F)CO", "total_charge": -1, "symbols": ["C", "C", "C", "C", "O", "O", "O", "O", "F", "S", "H", "H", "H", "H", "H", "H"], "positions_angstrom": [[-1.524, -1.185, -0.771], [-0.209, -0.432, -0.443], [1.121, 1.301, 1.046], [-0.064, 0.493, 0.526], [-2.645, -3.445, -1.445], [-0.705, -2.918, -2.813], [-2.841, -1.633, -3.080], [2.339, 0.626, 1.186], [-1.122, 0.720, 1.289], [-1.978, -2.457, -2.214], [-2.267, -0.315, -0.791], [-1.812, -1.909, 0.053], [0.606, -0.686, -1.085], [0.836, 1.625, 2.068], [1.109, 2.236, 0.466], [2.687, 0.142, 0.389]]}

---

Record 7
{"formula": "C42H45F3N2O2S4Zr", "method": "wB97M-V/def2-TZVPD", "homo_lumo_gap_ev": 6.44, "e_above_lowest_kj_mol": 43.7, "energy_ev": -104122.889, "max_force_ha_per_bohr": 0.0204, "multiplicity": 1, "lumo_energy_ha": -0.23188, "total_charge": 2, "symbols": ["Zr", "C", "C", "C", "C", "C", "C", "C", "C", "C", "C", "C", "C", "H", "H", "H", "H", "H", "H", "H", "H", "H", "H", "H", "H", "H", "H", "H", "H", "H", "H", "C", "C", "S", "C", "C", "S", "C", "C", "S", "H", "H", "H", "H", "H", "H", "H", "H", "H", "H", "H", "H", "O", "S", "O", "N", "C", "C", "C", "C", "C", "C", "C", "C", "N", "C", "C", "C", "C", "C", "C", "C", "H", "H", "H", "H", "H", "H", "H", "H", "H", "H", "H", "F", "C", "F", "F", "C", "C", "C", "C", "C", "C", "C", "C", "H", "H", "H", "H"], "positions_angstrom": [[-0.646, 0.955, -0.247], [-2.925, 2.427, -2.902], [-1.550, 2.457, -2.293], [-0.491, 1.703, -2.858], [-0.811, 0.791, -4.010], [0.833, 1.885, -2.404], [1.996, 1.187, -3.054], [1.101, 2.805, -1.356], [2.529, 3.064, -0.964], [0.040, 3.535, -0.782], [0.286, 4.697, 0.143], [-1.296, 3.311, -1.205], [-2.420, 4.077, -0.556], [-3.617, 1.814, -2.326], [-2.901, 2.051, -3.919], [-3.331, 3.437, -2.936], [-0.951, 1.382, -4.918], [-1.732, 0.240, -3.824], [-0.025, 0.074, -4.200], [2.366, 0.381, -2.412], [2.814, 1.887, -3.208], [1.746, 0.771, -4.023], [2.944, 3.853, -1.597], [3.142, 2.176, -1.080], [2.632, 3.390, 0.066], [-0.347, 4.675, 1.027], [0.033, 5.613, -0.398], [1.319, 4.786, 0.458], [-3.385, 3.617, -0.746], [-2.443, 5.103, -0.932], [-2.291, 4.134, 0.524], [-0.590, -3.844, -2.870], [-0.731, -2.326, -2.735], [0.284, -1.569, -1.435], [-0.169, -2.597, -0.001], [1.003, -2.888, 0.929], [2.542, -3.384, 0.133], [2.259, -5.112, -0.310], [1.130, -5.450, -1.281], [1.113, -4.468, -2.814], [-1.011, -4.112, -3.841], [-1.191, -4.374, -2.132], [-1.781, -2.056, -2.603], [-0.374, -1.857, -3.650], [-0.553, -3.520, -0.424], [-0.986, -2.130, 0.547], [0.685, -3.644, 1.653], [1.269, -1.994, 1.495], [2.125, -5.705, 0.598], [3.217, -5.412, -0.737], [0.159, -5.357, -0.797], [1.234, -6.499, -1.560], [-4.188, 1.176, -0.083], [-3.330, 0.033, 0.043], [-2.405, -0.158, -1.123], [-2.197, 0.184, 1.153], [-2.449, 0.787, 2.408], [-3.492, 0.532, 3.253], [-3.543, 1.164, 4.517], [-2.537, 1.988, 4.931], [-1.437, 2.250, 4.076], [-0.324, 3.031, 4.445], [0.717, 3.173, 3.566], [0.626, 2.587, 2.299], [-0.423, 1.893, 1.887], [-1.429, 1.676, 2.793], [-4.308, -1.386, 0.290], [-3.849, -2.415, 1.107], [-4.651, -3.530, 1.281], [-5.879, -3.609, 0.636], [-6.324, -2.572, -0.175], [-5.541, -1.444, -0.352], [-4.279, -0.153, 2.967], [-4.382, 0.965, 5.167], [-2.561, 2.444, 5.912], [-0.291, 3.488, 5.426], [1.603, 3.736, 3.823], [1.445, 2.671, 1.600], [-2.899, -2.330, 1.619], [-4.324, -4.335, 1.925], [-6.501, -4.482, 0.776], [-7.287, -2.638, -0.662], [-5.883, -0.616, -0.958], [8.478, -0.998, 2.394], [8.093, -0.871, 1.118], [8.726, 0.203, 0.613], [8.525, -1.945, 0.447], [6.597, -0.702, 1.006], [5.929, -1.190, -0.109], [4.572, -0.965, -0.248], [3.883, -0.245, 0.731], [4.559, 0.222, 1.861], [5.915, -0.008, 1.997], [2.496, 0.048, 0.548], [1.326, 0.328, 0.349], [6.472, -1.739, -0.866], [4.035, -1.351, -1.106], [4.019, 0.767, 2.624], [6.447, 0.353, 2.866]]}